(1)
C30H64N3O5 | ωB97M-V/def2-TZVPD

As for the charge: +1. As for the energy above the lowest of the compared OMol25 structures with the same formula, charge and spin: 10.7342 eV.

Geometry as XYZ:
```
102
Properties=species:S:1:pos:R:3:forces:R:3:lowdin_charge:R:1
C 24.534560 8.620410 21.821800 0.9 0.2 0.3 -0.085
C 24.612600 7.208420 22.345210 -4.8 -2.1 -0.4 -0.249
C 24.992170 6.187820 21.236330 -0.2 0.0 0.8 -0.139
C 24.905040 4.652420 21.553950 0.7 0.4 -0.4 -0.044
N 25.539760 3.705160 20.485920 -0.6 -0.6 0.3 -0.187
C 25.196280 2.194310 20.646570 -0.1 0.4 0.7 -0.094
C 25.267850 1.548360 19.294910 1.1 -0.3 -1.2 -0.152
C 25.345750 2.691500 18.257820 -0.8 0.0 0.1 -0.127
C 25.007570 3.970750 19.062170 1.8 -0.5 -0.4 -0.067
C 27.075630 3.812710 20.507520 -2.1 1.7 1.4 0.012
H 25.514100 8.839440 21.396800 -1.1 0.6 -0.4 0.030
H 24.348730 9.315290 22.640760 -0.1 0.1 0.0 0.094
H 23.732110 8.713220 21.089980 0.3 0.0 -0.1 0.093
H 23.575870 6.992160 22.603100 -0.4 -0.2 0.3 0.118
H 25.138490 7.124960 23.296310 -4.6 -1.1 -2.4 0.039
H 25.969110 6.628750 21.038150 -1.5 -2.5 -1.2 0.038
H 24.328390 6.377810 20.392890 0.2 0.2 -0.1 0.120
H 23.868770 4.332590 21.663300 0.0 0.1 0.0 0.124
H 25.423850 4.466230 22.494300 0.0 -0.4 -0.1 0.125
H 25.947110 1.685650 21.251240 -0.3 0.6 0.6 0.135
H 24.181990 2.097720 21.033870 0.2 0.3 0.4 0.126
H 26.181980 0.961250 19.206770 0.2 0.1 0.1 0.117
H 24.489300 0.804350 19.126380 -0.4 0.4 0.1 0.118
H 26.321240 2.743190 17.774250 0.0 0.0 0.4 0.100
H 24.602020 2.522190 17.479160 -0.1 0.2 0.0 0.112
H 25.645580 4.787670 18.724990 -0.7 0.3 -0.2 0.110
H 23.935130 4.147410 18.979870 0.1 0.3 0.8 0.137
H 27.517900 3.080520 19.831950 -0.2 -0.3 0.2 0.026
H 27.407700 3.801760 21.545640 -0.3 -0.5 0.2 0.103
H 27.261590 4.826140 20.151880 0.0 -0.6 0.1 0.051
C 25.527580 14.217730 19.360420 -0.3 0.7 -0.6 -0.095
C 26.362340 13.727320 18.140430 -0.3 -0.7 2.0 -0.213
C 26.827380 12.289530 18.345800 -1.5 -0.2 0.0 -0.200
C 25.719970 11.177390 18.366130 -0.5 -1.1 -1.1 -0.045
N 25.379390 10.445190 17.005430 1.3 2.1 0.8 -0.217
C 24.194360 9.450390 17.163170 0.9 -0.4 -0.6 -0.044
C 24.607870 8.205870 16.302730 -1.3 -0.1 1.3 -0.152
C 25.821500 8.566330 15.534430 1.8 0.7 0.6 -0.120
C 26.569290 9.595570 16.513270 -4.2 -1.1 -1.7 -0.097
C 25.079110 11.569390 16.060760 -0.7 -2.3 -0.9 0.018
H 25.957320 14.080050 20.352620 0.5 -0.4 -0.2 0.075
H 24.514690 13.818860 19.415780 0.0 -0.1 -0.2 0.065
H 25.426900 15.299650 19.274340 -0.2 0.1 0.0 0.071
H 27.262590 14.341860 18.138060 -0.1 0.1 -0.6 0.115
H 25.788710 13.741280 17.213690 0.2 0.7 0.1 0.088
H 27.276460 12.119950 19.324410 0.2 0.5 0.1 0.117
H 27.610900 12.015700 17.639240 -1.1 1.9 -0.3 0.080
H 24.723570 11.529010 18.633800 0.2 0.4 0.4 0.128
H 25.952460 10.314920 18.990780 0.2 0.4 0.3 0.102
H 23.253220 9.847690 16.783010 0.3 0.6 0.1 0.128
H 24.161160 9.203780 18.224390 -0.2 0.1 -0.4 0.101
H 23.770290 7.841270 15.708070 0.0 0.3 -0.2 0.121
H 24.859250 7.362080 16.945340 -0.2 0.2 0.3 0.101
H 25.583090 8.894370 14.522660 0.4 0.3 0.1 0.114
H 26.464680 7.686630 15.511010 0.1 0.2 -0.5 0.116
H 27.422010 10.112430 16.073020 -0.9 0.3 -0.1 0.128
H 26.796180 9.039610 17.422940 -1.2 1.2 -1.8 0.044
H 24.132010 12.010170 16.371940 0.3 0.4 -0.1 0.116
H 24.903350 10.964150 15.171440 -0.2 0.8 -0.6 0.101
H 25.923660 12.235320 15.883630 -0.2 -0.1 0.4 0.106
C 28.661500 10.143750 17.759020 0.4 -0.5 0.8 -0.129
C 29.490560 10.109150 19.022670 0.6 0.8 -0.1 -0.197
C 29.406420 8.772880 19.711960 0.5 -0.5 0.5 -0.162
C 29.780680 8.710310 21.201880 -0.5 -0.6 -0.6 -0.070
N 28.843420 7.717560 21.964290 1.6 0.2 1.4 -0.169
C 27.312790 8.035710 22.011690 1.7 -0.7 -0.3 -0.070
C 26.867430 7.859530 23.466940 1.0 1.4 1.3 -0.156
C 28.024030 7.347410 24.242060 2.3 -1.1 -0.2 -0.148
C 29.233740 7.885440 23.448430 -1.2 -0.5 0.5 -0.092
C 29.119630 6.286090 21.419430 -0.2 0.8 -0.5 0.050
H 29.150400 10.268090 16.792790 0.7 0.0 0.2 0.113
H 27.982020 10.989450 17.864860 1.4 -2.7 -0.2 -0.011
H 28.044480 9.250970 17.657400 2.3 0.8 0.8 0.035
H 29.109360 10.881530 19.690670 0.1 0.2 0.2 0.100
H 30.507290 10.390500 18.748440 0.2 -0.1 0.5 0.121
H 30.084190 8.128350 19.152220 -0.4 -0.6 0.0 0.139
H 28.377330 8.414570 19.685520 0.3 0.0 -0.4 0.092
H 29.776850 9.708040 21.640750 -0.5 -0.2 0.4 0.128
H 30.778530 8.303120 21.364970 0.0 0.0 0.0 0.133
H 26.877360 7.286430 21.350580 1.2 1.3 0.4 0.057
H 27.174590 9.028150 21.582670 0.3 -0.1 0.2 0.135
H 25.957850 7.272990 23.596310 5.0 0.7 1.3 0.036
H 26.542820 8.814900 23.879240 0.2 0.3 -0.1 0.142
H 28.128950 6.262480 24.245680 -0.4 -0.3 -0.2 0.112
H 28.119810 7.578070 25.303060 -0.3 0.5 -0.1 0.129
H 30.165240 7.382600 23.708340 0.1 0.3 -0.4 0.141
H 29.197100 8.950250 23.678500 0.7 0.1 -0.4 0.132
H 28.803800 6.297550 20.376250 -0.4 0.1 0.7 0.044
H 28.560940 5.516810 21.952500 0.0 0.5 0.2 0.095
H 30.163550 5.990290 21.315320 0.3 0.6 0.9 0.125
C 28.759440 4.927640 18.260980 -1.1 1.1 0.2 -0.022
C 29.173570 3.543170 18.632050 4.4 0.4 -2.5 -0.779
O 28.323420 2.683310 18.672290 -2.3 -3.3 -0.5 -0.051
O 30.406670 3.329240 18.615510 -0.2 0.7 0.9 -0.020
H 27.717990 5.164020 18.479150 0.3 -1.1 -0.3 0.031
H 28.809450 5.114090 17.188210 1.0 -0.1 0.0 0.112
H 29.281840 5.620960 18.920140 0.6 0.2 -1.0 0.064
O 27.258170 7.491410 17.663310 0.1 -0.6 -2.5 0.058
C 26.565180 7.470130 18.768030 -2.6 1.9 3.6 -0.784
O 27.062860 6.605800 19.501010 -0.6 -0.6 2.0 -0.169
O 25.670000 8.286750 19.111450 1.2 -0.8 -1.1 -0.007
H 27.714780 6.748970 18.065650 2.4 -1.4 -1.5 0.074
```
Positions in Å, forces in eV/Å.



(2)
C30H65BNNbO12P | ωB97M-V/def2-TZVPD

As for the charge: -1.

Geometry as XYZ:
```
111
Properties=species:S:1:pos:R:3:forces:R:3:lowdin_charge:R:1
C 4.143335 8.871394 0.839878 -0.3 -0.2 0.1 -0.090
B 4.010373 8.204374 -0.590980 0.0 0.8 -1.0 -0.599
O 5.125408 8.386415 -1.438805 0.0 -0.3 0.3 -0.030
Nb 2.114966 6.924581 -1.274235 0.2 -3.0 0.6 1.094
C 0.986970 6.588081 0.732667 -0.7 0.3 -0.4 -0.281
C -0.057930 5.549072 0.541956 0.0 -0.4 0.1 -0.304
C -1.287965 5.921510 -0.028829 -0.1 0.0 0.1 -0.090
C -2.297322 5.012442 -0.283075 0.1 -0.1 0.0 -0.111
C -2.112558 3.662731 0.027017 -0.1 0.2 0.0 -0.125
C -0.924208 3.279435 0.618688 0.1 0.1 0.0 -0.087
C 0.103220 4.189598 0.882101 0.0 0.0 0.0 -0.235
C 1.367990 3.655664 1.509322 0.0 0.3 0.1 -0.060
N 2.998694 5.127915 -1.218183 -0.1 0.8 0.6 -0.091
C 4.184427 4.934419 -0.812838 0.1 -0.3 -0.2 -0.533
C 4.586449 4.910560 0.647880 0.3 0.3 0.0 -0.063
C 5.308523 4.578962 -1.766739 -0.3 -0.4 -0.1 -0.052
P 2.707647 7.635083 -3.734440 -0.2 0.9 0.3 0.580
O 1.358602 7.312519 -4.652701 0.2 -0.4 -0.4 -0.478
O 3.779141 6.417418 -4.218207 -0.1 -0.2 -0.2 -0.455
H 3.169112 9.091679 1.280024 0.0 0.1 0.1 0.036
H 4.640789 8.164602 1.520284 0.1 0.0 0.0 0.048
H 4.753038 9.777935 0.775712 0.0 0.0 0.0 0.051
H 5.799679 7.710987 -1.319790 0.1 0.1 -0.1 0.062
H 0.662205 6.429251 -2.321769 0.2 0.6 -0.1 -0.071
H 1.319415 8.565180 -1.257751 0.2 0.3 0.1 -0.098
H 0.493848 7.505034 1.065190 0.2 0.0 0.0 0.032
H 1.744055 6.279365 1.457364 0.1 0.2 0.0 0.011
H -1.414415 6.967125 -0.290371 0.0 -0.1 -0.1 0.103
H -3.218594 5.347563 -0.747807 0.0 0.0 0.0 0.090
H -2.879894 2.929172 -0.188615 0.0 0.0 0.0 0.083
H -0.766939 2.236257 0.883683 0.0 0.0 0.0 0.092
H 1.150576 2.874241 2.242654 0.0 -0.1 -0.2 0.069
H 2.049576 3.278998 0.739801 0.0 -0.1 0.1 0.070
H 1.901641 4.441558 2.048760 0.0 -0.1 0.0 0.050
H 5.532183 5.453898 0.763186 0.0 -0.1 0.0 0.079
H 3.843088 5.386666 1.284773 -0.1 -0.2 -0.1 0.052
H 4.778459 3.881749 0.968685 -0.1 0.0 0.0 0.076
H 6.021001 5.399519 -1.869425 0.0 0.0 0.0 0.074
H 5.831359 3.694476 -1.386568 0.1 0.1 0.0 0.074
H 4.887862 4.332821 -2.740765 0.1 0.2 0.0 0.066
H 0.907632 6.536034 -4.291427 -0.2 0.3 0.2 -0.038
H 3.287869 5.637570 -4.503938 0.0 -0.1 0.2 0.011
C 7.106244 1.870127 4.018570 0.1 0.0 0.1 -0.115
O 6.065090 1.462571 4.873188 -0.1 0.0 -0.1 -0.195
C 5.166793 2.516351 5.171501 0.1 0.0 0.1 -0.205
C 3.810548 1.983138 5.568693 0.0 0.0 0.1 -0.185
O 3.020071 1.552427 4.478204 -0.1 0.0 0.0 -0.125
C 3.346892 0.322389 3.860899 0.0 0.0 -0.1 -0.182
C 2.960270 -0.897348 4.662793 0.1 -0.1 0.0 -0.206
O 3.892989 -1.145406 5.700427 -0.1 0.2 0.1 -0.195
C 3.345976 -1.915583 6.741465 0.1 -0.1 0.0 -0.121
H 7.726380 2.648806 4.479297 0.0 0.0 0.0 0.088
H 7.726104 0.997772 3.820558 0.0 0.0 0.0 0.087
H 6.714734 2.251468 3.068046 0.0 0.0 0.0 0.084
H 5.049534 3.174160 4.301480 0.0 0.0 0.0 0.126
H 5.571219 3.108864 6.004852 0.0 0.1 -0.1 0.128
H 3.253544 2.814857 6.005105 0.0 0.0 0.0 0.129
H 3.907261 1.204498 6.330076 0.1 0.0 -0.1 0.123
H 4.402552 0.280329 3.581011 0.0 0.0 0.1 0.125
H 2.753972 0.308099 2.943505 0.0 0.0 0.0 0.121
H 2.932303 -1.766860 3.990349 -0.1 0.0 0.0 0.127
H 1.957454 -0.747828 5.081742 0.0 0.0 0.0 0.129
H 2.477724 -1.418483 7.190830 0.0 0.0 0.0 0.088
H 4.116860 -2.032232 7.501080 0.0 0.0 0.0 0.086
H 3.039523 -2.909447 6.391749 0.0 0.0 0.0 0.087
C 1.003073 -1.007858 0.030127 -0.1 0.1 0.1 -0.115
O -0.303022 -1.277280 -0.421449 0.1 -0.2 -0.2 -0.196
C -0.674834 -0.446082 -1.512163 -0.1 0.0 0.3 -0.194
C -1.772160 -1.084857 -2.326886 -0.1 0.1 0.0 -0.180
O -1.331577 -2.117970 -3.196321 0.0 0.0 0.0 -0.125
C -1.021795 -3.368614 -2.613697 0.1 -0.1 0.0 -0.192
C -2.230114 -4.184247 -2.214064 0.0 -0.1 0.1 -0.213
O -2.774517 -3.725750 -0.992273 -0.1 0.2 -0.1 -0.194
C -4.127621 -4.084188 -0.838242 0.0 -0.1 0.1 -0.110
H 1.098224 0.019015 0.403830 0.0 0.0 0.0 0.081
H 1.216473 -1.701618 0.842290 0.0 0.0 0.0 0.083
H 1.739370 -1.158019 -0.768890 0.0 0.0 0.0 0.089
H 0.192455 -0.252950 -2.154479 0.0 0.0 0.0 0.131
H -1.040319 0.509772 -1.114386 0.1 0.1 -0.1 0.121
H -2.173728 -0.314380 -2.987430 0.0 0.0 0.0 0.130
H -2.579919 -1.429859 -1.677222 0.1 0.0 0.1 0.123
H -0.338018 -3.260634 -1.768022 -0.1 0.0 0.1 0.123
H -0.504839 -3.922942 -3.400817 0.0 0.0 0.0 0.125
H -1.924432 -5.235258 -2.098720 0.0 0.0 -0.1 0.125
H -2.982046 -4.126095 -3.011525 0.0 0.0 0.0 0.127
H -4.739383 -3.668225 -1.648058 0.0 0.0 0.0 0.089
H -4.470094 -3.669122 0.107720 0.0 0.0 0.0 0.088
H -4.258482 -5.172918 -0.823415 0.0 0.0 0.0 0.080
C -5.365309 -9.670497 -5.353439 0.0 -0.1 0.0 -0.116
O -5.814882 -9.665705 -4.019549 -0.1 0.2 0.0 -0.196
C -4.832817 -9.192887 -3.116876 0.0 -0.1 0.0 -0.208
C -5.465882 -8.660556 -1.853058 0.1 0.0 0.1 -0.185
O -6.033857 -7.369991 -1.986302 0.0 0.1 0.0 -0.133
C -7.262507 -7.259783 -2.682944 0.0 0.1 -0.1 -0.183
C -8.460931 -7.761375 -1.912483 -0.1 -0.1 -0.1 -0.208
O -8.537305 -9.174494 -1.951796 0.2 0.0 0.1 -0.196
C -9.292177 -9.703123 -0.888809 -0.1 0.0 -0.1 -0.117
H -4.510431 -10.343917 -5.489391 0.0 0.0 0.0 0.088
H -6.189059 -10.018301 -5.973417 0.0 0.0 0.0 0.087
H -5.074977 -8.664674 -5.678962 0.0 0.0 0.0 0.089
H -4.238482 -8.397095 -3.583034 0.0 0.0 0.0 0.128
H -4.159529 -10.020359 -2.850584 0.1 0.1 0.0 0.128
H -4.667051 -8.538729 -1.118261 0.0 0.0 0.0 0.127
H -6.186860 -9.376823 -1.451778 0.0 0.0 -0.1 0.123
H -7.210605 -7.735338 -3.665078 0.0 -0.1 0.1 0.124
H -7.399917 -6.187150 -2.834272 0.0 0.0 0.0 0.128
H -9.370489 -7.339307 -2.363202 0.0 0.1 0.1 0.128
H -8.392219 -7.413307 -0.874157 0.0 0.0 0.0 0.128
H -8.863384 -9.423784 0.081119 0.0 0.0 0.0 0.088
H -9.273231 -10.787089 -0.983163 0.0 0.0 0.0 0.087
H -10.334141 -9.362159 -0.924256 0.0 0.0 0.0 0.088
```
Positions in Å, forces in eV/Å.



no.,gap between HOMO and LUMO (eV),HOMO (eV),DFT total energy (Ha)
1,7.27,-9.3,-1721.28017
2,4.74,-3.0,-2562.65370